Formula: C42H34N3O4PdTe
Source: the Open Molecules 2025 dataset
Level of theory: ωB97M-V/def2-TZVPD

Geometry as XYZ:
```
85
Properties=species:S:1:pos:R:3:forces:R:3:lowdin_charge:R:1
Pd 0.097 0.557 -0.461 -0.918 0.247 0.511 1.056
O 5.514 -1.852 -5.626 0.039 0.013 0.062 0.140
C 5.756 -1.031 -4.589 -0.109 0.074 -0.104 -0.471
O 6.737 -0.349 -4.581 0.081 0.006 0.053 0.141
C 4.746 -0.972 -3.469 -0.001 -0.087 -0.068 -0.111
C 3.493 -1.576 -3.501 -0.022 -0.024 -0.049 0.004
C 2.612 -1.426 -2.443 -0.064 -0.103 -0.025 -0.023
C 2.990 -0.689 -1.332 -0.038 -0.083 0.144 -0.280
C 4.243 -0.091 -1.285 0.050 0.124 0.107 -0.010
C 5.110 -0.230 -2.354 0.082 0.067 0.077 0.016
N 2.052 -0.520 -0.265 0.190 0.332 -0.914 0.024
C 2.422 -0.733 0.924 0.093 -0.154 0.567 -0.045
C 1.497 -0.499 2.047 0.151 -0.026 -0.067 -0.246
C 1.775 -0.968 3.312 0.136 -0.093 0.212 0.008
C 0.831 -0.768 4.315 0.048 -0.027 0.046 -0.023
C -0.339 -0.102 4.008 -0.024 0.013 0.039 -0.014
C -0.533 0.350 2.707 -0.114 0.106 0.037 -0.078
N 0.368 0.158 1.758 0.009 -0.075 -0.369 0.046
H 4.722 -2.382 -5.497 -0.065 -0.051 0.036 0.094
H 3.161 -2.159 -4.352 0.007 0.021 0.007 0.120
H 1.638 -1.897 -2.463 -0.015 0.003 -0.034 0.113
H 4.523 0.511 -0.428 -0.002 -0.019 -0.037 0.123
H 6.084 0.243 -2.348 -0.054 -0.014 0.006 0.132
H 3.418 -1.118 1.141 -0.002 -0.039 0.055 0.148
H 2.705 -1.490 3.508 -0.093 0.041 -0.003 0.127
H 1.013 -1.132 5.318 -0.004 0.011 -0.036 0.123
H -1.099 0.069 4.758 0.027 0.004 -0.048 0.120
H -1.432 0.880 2.415 -0.007 -0.025 -0.034 0.119
C -6.133 4.215 0.527 0.105 -0.093 -0.017 -0.041
C -5.004 3.226 0.335 -0.153 0.093 0.005 -0.250
C -5.238 1.858 0.208 -0.070 -0.068 -0.055 0.023
C -4.229 0.933 0.013 0.104 -0.030 -0.066 -0.067
C -4.604 -0.508 -0.192 0.054 -0.093 0.251 -0.288
O -4.001 -1.252 -0.936 -0.038 0.185 -0.079 0.097
C -5.786 -1.044 0.573 0.055 0.077 -0.020 -0.165
C -6.597 -1.996 -0.039 -0.011 -0.041 -0.022 -0.017
C -7.664 -2.554 0.650 0.028 0.029 0.024 -0.066
C -7.908 -2.183 1.968 0.011 -0.017 -0.028 -0.076
C -7.090 -1.250 2.590 0.012 0.020 0.022 -0.074
C -6.038 -0.674 1.892 -0.019 0.070 0.014 -0.042
C -2.863 1.364 -0.054 0.011 0.000 -0.042 -0.292
O -1.949 0.466 -0.203 -0.069 -0.095 0.107 -0.144
C -2.603 2.764 0.092 0.057 -0.068 0.010 -0.068
C -3.694 3.640 0.281 0.169 0.090 -0.006 0.028
C -1.252 3.334 0.068 -0.060 0.033 0.112 -0.176
N -0.163 2.659 -0.096 0.364 -0.040 -0.310 0.002
C 1.150 3.315 -0.139 -0.010 -0.073 -0.080 -0.286
C 1.920 3.028 -1.426 -0.197 0.062 0.020 -0.501
Te 0.906 3.577 -3.232 -0.055 -0.015 0.004 1.330
C -0.522 2.022 -3.144 0.117 0.037 0.094 -0.570
C -1.862 2.291 -3.358 -0.118 -0.082 0.054 -0.134
C -2.784 1.243 -3.401 0.027 0.050 -0.012 -0.043
C -2.382 -0.070 -3.220 -0.144 0.003 -0.053 -0.067
C -1.043 -0.345 -3.004 0.053 -0.040 0.202 -0.088
C -0.113 0.694 -2.940 0.112 0.051 -0.404 -0.244
C -1.135 4.817 0.310 -0.172 -0.062 0.041 -0.237
C -1.295 5.728 -0.727 -0.049 0.026 0.015 -0.048
C -1.189 7.090 -0.475 0.008 -0.012 -0.031 -0.055
C -0.930 7.544 0.811 0.004 -0.001 -0.056 -0.069
C -0.777 6.634 1.848 0.005 -0.020 0.031 -0.063
C -0.877 5.273 1.597 -0.026 -0.037 0.035 -0.033
H -7.095 3.706 0.592 0.050 0.004 -0.002 0.077
H -6.188 4.924 -0.302 0.008 -0.039 0.021 0.083
H -6.001 4.795 1.444 -0.001 -0.030 -0.029 0.082
H -6.261 1.498 0.242 0.009 -0.002 0.021 0.130
H -6.380 -2.291 -1.059 -0.010 0.007 0.045 0.119
H -8.301 -3.281 0.164 0.027 0.028 0.018 0.107
H -8.735 -2.625 2.513 0.034 0.022 -0.040 0.107
H -7.276 -0.967 3.620 0.016 -0.019 -0.061 0.105
H -5.405 0.062 2.375 -0.032 -0.037 -0.020 0.115
H -3.501 4.699 0.393 0.067 -0.015 0.000 0.125
H 1.734 2.935 0.704 0.028 -0.043 0.100 0.116
H 1.055 4.387 -0.012 0.012 0.118 0.011 0.103
H 2.190 1.981 -1.524 0.069 -0.120 0.010 -0.002
H 2.848 3.601 -1.432 -0.003 -0.006 0.023 0.054
H -2.201 3.311 -3.493 -0.003 -0.015 -0.013 0.098
H -3.831 1.466 -3.571 0.018 -0.003 0.011 0.121
H -3.105 -0.873 -3.227 0.033 0.057 -0.008 0.108
H -0.722 -1.372 -2.867 0.020 -0.005 -0.057 0.108
H 0.944 0.467 -2.963 0.170 -0.051 0.042 0.068
H -1.503 5.370 -1.726 0.010 0.011 -0.025 0.094
H -1.311 7.796 -1.289 0.009 -0.051 0.064 0.112
H -0.849 8.605 1.005 -0.011 -0.014 -0.001 0.109
H -0.584 6.985 2.854 0.006 -0.019 -0.033 0.109
H -0.759 4.558 2.405 -0.011 0.037 -0.008 0.124
```
Positions in Å, forces in eV/Å.

## Properties
Molar mass   878.8 g/mol
E_tot   -67533.0899 eV
Total charge   +1
Energy relative to the best compared isomer or geometry (same formula, charge and spin)   0.456 eV
HOMO level (spin up / spin down)   -10.2 / -10.1 eV
Multiplicity   3
Expectation value of S²   2.010

Formula: C8H10O
Source: the Open Molecules 2025 dataset
Level of theory: ωB97M-V/def2-TZVPD

Geometry as XYZ:
```
19
Properties=species:S:1:pos:R:3:forces:R:3:lowdin_charge:R:1
C 1.396 -0.454 0.031 0.704 0.797 0.057 -0.314
C 0.405 0.109 -0.962 -1.006 -0.529 -0.454 -0.157
C -0.096 1.088 0.108 -1.124 0.340 0.266 -0.203
C -1.616 1.197 0.009 -0.187 -0.688 0.517 -0.105
C -1.902 -0.304 -0.091 0.504 0.930 -0.383 -0.183
C -0.724 -0.918 -0.820 -0.931 -0.508 -0.151 -0.147
C -0.830 -1.055 0.712 -0.332 0.277 -0.758 -0.101
C 0.331 -0.067 1.058 -0.664 0.411 2.114 -0.126
H 3.130 -0.006 -0.712 -0.475 0.325 0.731 0.109
H 1.607 -1.491 0.011 0.246 -1.259 -0.253 0.139
H 0.696 0.441 -1.947 0.098 -0.064 -0.324 0.145
H 0.325 2.061 0.207 1.049 0.341 0.107 0.137
H -2.127 1.566 0.934 0.594 0.175 -0.739 0.126
H -1.908 1.795 -0.887 0.001 -0.501 0.642 0.126
H -2.953 -0.560 -0.201 0.379 -0.683 0.086 0.131
H -0.801 -1.785 -1.468 -0.045 0.181 0.057 0.136
H -1.112 -2.023 1.176 0.684 0.875 -0.199 0.143
H 0.549 0.134 2.147 -0.091 -0.343 -1.200 0.159
O 2.600 0.287 0.059 0.597 -0.077 -0.116 -0.016
```
Positions in Å, forces in eV/Å.

## Properties
Molar mass   122.2 g/mol
E_tot   -10503.4539 eV
Energy relative to the best compared isomer or geometry (same formula, charge and spin)   2.149 eV
HOMO level   -9.6 eV

Formula: C5H12NO
Source: the Open Molecules 2025 dataset
Level of theory: ωB97M-V/def2-TZVPD

Geometry as XYZ:
```
19
Properties=species:S:1:pos:R:3:forces:R:3:lowdin_charge:R:1
C 1.414 1.713 -0.069 0.090 0.301 0.003 0.048
C 1.108 0.446 -0.006 -4.324 -0.963 -0.188 -0.186
C 1.901 -0.790 0.127 0.453 -0.014 0.051 -0.072
C -1.184 -1.068 -0.968 -0.147 0.141 0.155 -0.008
C -0.843 0.130 -0.125 4.101 0.907 -0.277 -0.453
N -1.232 -0.056 1.317 -0.396 0.275 -0.115 0.255
O -1.443 1.315 -0.486 -0.225 -0.256 0.549 0.027
H 0.666 2.480 -0.178 -0.191 0.102 -0.026 0.067
H 2.439 2.043 -0.022 0.249 0.020 0.013 0.085
H 2.592 -0.874 -0.710 0.069 -0.122 -0.025 0.098
H 1.289 -1.687 0.139 -0.024 -0.110 0.004 0.065
H 2.494 -0.760 1.041 0.059 -0.099 0.027 0.094
H -0.674 -1.006 -1.926 0.064 0.046 -0.026 0.109
H -2.259 -1.100 -1.158 -0.047 -0.037 0.045 0.103
H -0.889 -1.999 -0.491 0.079 -0.105 0.016 0.087
H -2.244 -0.243 1.399 0.253 0.001 0.064 0.185
H -0.701 -0.820 1.748 -0.105 0.216 -0.079 0.178
H -1.032 0.829 1.805 0.015 -0.275 -0.030 0.183
H -1.401 1.446 -1.438 0.027 -0.029 -0.160 0.136
```
Positions in Å, forces in eV/Å.

## Properties
Molar mass   102.2 g/mol
E_tot   -8908.9701 eV
Total charge   +1
Energy relative to the best compared isomer or geometry (same formula, charge and spin)   1.659 eV
HOMO level   -13.8 eV

Formula: C19H47BFN2O7S
Source: the Open Molecules 2025 dataset
Level of theory: ωB97M-V/def2-TZVPD

Geometry as XYZ:
```
78
Properties=species:S:1:pos:R:3:forces:R:3:lowdin_charge:R:1
O -5.875 -1.579 2.810 3.900 0.556 -3.958 -0.411
S -4.889 -1.054 1.705 -3.221 4.389 3.761 0.793
O -5.138 0.464 1.529 1.439 -5.094 -0.324 -0.401
O -3.265 -1.219 2.302 -3.094 -0.653 0.100 -0.228
C -5.091 -2.005 0.076 -0.395 -1.333 -0.210 -0.219
C -4.464 -3.499 0.340 -0.729 -0.546 0.003 -0.230
C -3.450 -4.038 -0.837 -0.840 -1.777 0.575 -0.225
C -2.174 -4.740 -0.098 -0.716 -1.537 -0.434 -0.239
B -0.870 -3.789 0.162 -0.166 0.650 0.226 -0.613
C -1.018 -2.217 -0.282 1.391 1.167 -1.221 -0.207
C -0.561 -2.154 -1.889 -0.612 0.406 -0.494 -0.207
C -1.327 -0.950 -2.723 0.199 -1.016 0.449 -0.160
F -1.323 0.313 -1.933 0.021 -2.014 -1.515 -0.170
H -3.403 -1.580 3.237 0.162 0.497 -1.654 0.105
H -6.268 -2.107 -0.080 2.549 0.625 0.736 0.125
H -4.660 -1.443 -0.855 -0.441 -0.821 2.217 0.116
H -3.970 -3.574 1.424 -0.843 0.364 -2.605 0.117
H -5.397 -4.243 0.389 2.024 1.652 -0.058 0.119
H -3.195 -3.255 -1.667 -0.291 -1.198 1.855 0.087
H -4.039 -4.915 -1.394 1.036 1.977 0.997 0.101
H -2.476 -5.200 0.961 0.025 0.832 -2.346 0.092
H -1.817 -5.665 -0.750 -0.981 1.683 1.190 0.085
H 0.061 -4.230 -0.444 0.716 -0.288 -0.488 0.031
H -0.541 -3.800 1.307 0.000 -0.177 0.828 0.025
H -0.166 -1.602 0.286 -2.160 -0.985 -1.272 0.071
H -2.067 -1.738 -0.084 1.918 -0.531 -0.547 0.079
H -0.868 -3.165 -2.445 0.504 2.119 1.175 0.110
H 0.626 -2.105 -2.004 -2.605 0.129 0.361 0.114
H -0.833 -0.728 -3.772 -1.078 -0.205 2.153 0.111
H -2.459 -1.296 -2.846 2.328 1.085 0.228 0.105
C -1.797 3.562 -2.153 -0.142 0.108 0.306 -0.109
O -0.732 4.335 -1.615 0.200 -0.332 -0.223 -0.203
C 0.527 3.651 -1.654 0.270 0.523 0.004 -0.197
C 1.481 4.344 -2.640 -0.734 -0.380 -0.097 -0.207
N 1.046 4.139 -4.027 0.274 0.307 0.113 -0.054
C 1.769 4.973 -4.995 -0.535 -0.047 0.073 -0.201
C 1.577 6.498 -4.892 0.070 -0.143 -0.569 -0.221
O 0.252 6.936 -5.205 0.484 -0.028 0.398 -0.187
C -0.650 6.910 -4.109 -0.217 0.067 -0.286 -0.102
H -2.733 4.101 -1.973 0.202 0.033 0.024 0.088
H -1.678 3.434 -3.231 -0.035 -0.212 -0.104 0.076
H -1.859 2.586 -1.662 0.002 0.048 -0.198 0.074
H 0.415 2.585 -1.884 -0.123 0.162 -0.114 0.119
H 0.954 3.727 -0.649 0.027 -0.029 -0.041 0.118
H 2.488 3.936 -2.515 0.008 -0.012 -0.048 0.118
H 1.503 5.408 -2.389 0.101 0.082 0.236 0.097
H 0.054 4.353 -4.099 0.233 -0.119 0.068 0.069
H 1.429 4.657 -5.989 0.092 0.158 0.057 0.115
H 2.838 4.738 -4.941 -0.047 0.066 0.102 0.113
H 2.225 6.955 -5.649 -0.101 -0.025 0.013 0.115
H 1.909 6.904 -3.932 -0.180 -0.079 0.133 0.106
H -0.154 7.100 -3.152 0.005 -0.139 -0.075 0.089
H -1.178 5.955 -4.082 -0.018 -0.009 0.291 0.071
H -1.401 7.690 -4.267 0.139 -0.016 -0.059 0.086
C 5.039 -3.323 5.017 -0.272 0.187 0.269 -0.119
O 4.562 -2.006 5.256 0.455 -0.239 -0.349 -0.203
C 5.035 -1.058 4.290 -0.641 0.481 0.079 -0.210
C 3.869 -0.548 3.427 0.254 -0.889 0.041 -0.211
N 3.382 -1.599 2.525 0.136 0.369 0.261 -0.055
C 2.122 -1.255 1.854 -0.137 -0.471 0.118 -0.190
C 0.875 -1.087 2.743 -0.225 -0.258 -0.549 -0.214
O 0.442 -2.299 3.367 0.370 0.654 0.453 -0.185
C 1.085 -2.587 4.600 -0.365 -0.181 -0.371 -0.106
H 4.738 -3.952 5.860 -0.005 0.182 -0.086 0.087
H 4.599 -3.736 4.107 0.147 -0.108 -0.107 0.079
H 6.131 -3.337 4.947 0.001 -0.048 -0.081 0.082
H 5.846 -1.462 3.673 -0.199 -0.145 0.012 0.117
H 5.441 -0.213 4.856 0.015 0.000 -0.020 0.113
H 4.206 0.307 2.835 -0.015 0.000 -0.036 0.117
H 3.077 -0.213 4.103 0.069 0.221 0.166 0.099
H 3.238 -2.454 3.057 0.009 0.229 -0.133 0.069
H 1.921 -2.065 1.142 -0.155 0.147 0.108 0.118
H 2.269 -0.346 1.261 0.000 0.021 0.117 0.118
H 0.052 -0.783 2.087 0.110 -0.131 0.122 0.103
H 0.982 -0.283 3.478 0.160 -0.054 0.215 0.105
H 1.364 -1.683 5.151 0.098 -0.008 -0.064 0.084
H 1.961 -3.215 4.427 0.200 0.046 0.208 0.067
H 0.392 -3.165 5.218 -0.024 0.060 -0.107 0.084
```
Positions in Å, forces in eV/Å.

## Properties
Molar mass   477.5 g/mol
E_tot   -51999.7995 eV
Total charge   -1
HOMO level   -4.8 eV